(1)
{
  "formula": "C3H6OS2",
  "method": "the ωB97M-V functional and the def2-TZVPD basis",
  "elements": ["C", "C", "C", "O", "S", "S", "H", "H", "H", "H", "H", "H"],
  "positions_angstrom": [[0.263, 1.022, -0.435], [1.267, -0.686, 0.697], [-1.095, 0.415, -0.126], [1.260, 0.698, 0.614], [-0.470, -1.351, 0.931], [-1.783, -0.151, -1.557], [0.643, 0.930, -1.548], [0.116, 2.120, -0.396], [1.561, -1.186, -0.337], [1.931, -0.957, 1.437], [-0.742, -0.471, 1.940], [-2.950, -0.383, -1.221]],
  "homo_lumo_gap_ev": 7.791,
  "charge": 0,
  "relative_energy_kcal_mol": 108.7
}

(2)
{
  "formula": "C3H6OS2",
  "method": "the ωB97M-V functional and the def2-TZVPD basis",
  "elements": ["C", "C", "C", "H", "H", "H", "H", "H", "H", "O", "S", "S"],
  "positions_angstrom": [[1.324, 1.710, -1.268], [-0.152, -0.396, 0.083], [-1.920, -0.362, 1.825], [0.911, 1.322, -2.183], [2.268, 1.077, -0.958], [1.430, 2.774, -0.872], [-2.287, -1.335, 2.448], [-3.021, 0.464, 1.805], [-1.042, -0.030, 2.653], [-1.284, -0.941, 0.591], [-0.038, 1.313, -0.070], [1.069, -1.467, -0.646]],
  "homo_lumo_gap_ev": 8.516,
  "charge": 0,
  "relative_energy_kcal_mol": 87.9
}

(3)
{
  "formula": "C3H6OS2",
  "method": "the ωB97M-V functional and the def2-TZVPD basis",
  "elements": ["C", "C", "C", "H", "H", "H", "H", "H", "H", "O", "S", "S"],
  "positions_angstrom": [[0.592, -0.023, 0.923], [-0.461, -0.340, -0.231], [0.302, -0.749, -1.460], [1.669, 1.639, -0.303], [1.466, -0.733, 0.689], [0.209, -0.228, 1.872], [0.329, -1.933, -1.305], [-0.240, -0.678, -2.411], [2.028, 0.606, -1.902], [1.642, -0.348, -1.418], [0.699, 1.660, 1.100], [-2.023, -0.986, 0.107]],
  "homo_lumo_gap_ev": 7.798,
  "charge": 0,
  "relative_energy_kcal_mol": 102.2
}

(4)
{
  "formula": "C3H6OS2",
  "method": "the ωB97M-V functional and the def2-TZVPD basis",
  "elements": ["C", "C", "O", "C", "S", "S", "H", "H", "H", "H", "H", "H"],
  "positions_angstrom": [[0.663, -0.347, -0.117], [0.859, -1.675, -0.823], [-0.039, -2.429, -1.066], [-0.840, 0.023, -0.005], [-1.154, 1.710, -0.380], [-0.508, 2.955, 1.047], [1.154, -0.327, 0.861], [1.196, 0.374, -0.746], [1.895, -1.892, -1.160], [-1.416, -0.455, -0.793], [-1.254, -0.226, 0.974], [-0.556, 2.289, 2.208]],
  "homo_lumo_gap_ev": 8.772,
  "charge": 0,
  "smiles": "O=CCCSS",
  "relative_energy_kcal_mol": 24.4
}

(5)
{
  "formula": "C3H6S",
  "method": "the ωB97M-V functional and the def2-TZVPD basis",
  "elements": ["C", "C", "C", "S", "H", "H", "H", "H", "H", "H"],
  "positions_angstrom": [[-1.418, 0.616, -0.193], [-0.698, -0.243, 0.484], [0.861, -0.799, -0.181], [2.167, 0.261, 0.472], [-2.361, 0.981, 0.184], [-1.118, 0.990, -1.157], [-0.913, -0.663, 1.446], [0.803, -0.738, -1.260], [1.032, -1.805, 0.182], [1.646, 1.401, 0.022]],
  "homo_lumo_gap_ev": 9.965,
  "charge": 0,
  "smiles": "C=CCS",
  "relative_energy_kcal_mol": 21.2
}

(6)
{
  "formula": "C3H6S",
  "method": "the ωB97M-V functional and the def2-TZVPD basis",
  "elements": ["C", "C", "C", "H", "H", "H", "H", "H", "H", "S"],
  "positions_angstrom": [[0.737, -0.040, 0.007], [-0.305, 1.127, -0.003], [-0.297, -1.179, 0.010], [1.435, 0.009, 0.788], [1.468, 0.002, -0.843], [-0.277, 1.815, 0.830], [-0.344, 1.712, -0.846], [-0.426, -1.642, 0.967], [-0.315, -1.789, -0.904], [-1.676, -0.013, -0.006]],
  "homo_lumo_gap_ev": 9.412,
  "charge": 0,
  "relative_energy_kcal_mol": 11.4
}

(7)
{
  "formula": "C3H6S2",
  "method": "the ωB97M-V functional and the def2-TZVPD basis",
  "elements": ["C", "C", "C", "H", "H", "H", "H", "H", "H", "S", "S"],
  "positions_angstrom": [[0.578, 0.118, 0.171], [-0.555, -0.442, 0.983], [0.169, -0.587, -1.121], [-0.380, 2.325, -0.175], [1.603, -0.248, 0.504], [-0.282, -0.724, 2.023], [-1.440, 0.224, 0.971], [-0.504, 0.075, -1.629], [0.926, -0.923, -1.884], [0.762, 1.918, 0.387], [-0.876, -1.736, -0.230]],
  "homo_lumo_gap_ev": 9.618,
  "charge": 0,
  "relative_energy_kcal_mol": 20.7
}

(8)
{
  "formula": "C3H6S2",
  "method": "the ωB97M-V functional and the def2-TZVPD basis",
  "elements": ["C", "C", "C", "S", "S", "H", "H", "H", "H", "H", "H"],
  "positions_angstrom": [[2.083, 0.961, 0.465], [1.210, 1.288, -0.735], [1.249, 0.024, 0.048], [-3.130, -1.705, 0.288], [1.027, -1.702, 0.125], [2.567, 1.456, 1.316], [-3.775, -1.028, 1.402], [0.351, 2.000, -0.562], [1.527, 1.280, -1.733], [-2.862, -0.635, -0.437], [-0.246, -1.939, -0.176]],
  "homo_lumo_gap_ev": 9.037,
  "charge": 0,
  "smiles": "SC1=CC1.S",
  "relative_energy_kcal_mol": 78.9
}

(9)
{
  "formula": "C3H6S2",
  "method": "the ωB97M-V functional and the def2-TZVPD basis",
  "elements": ["C", "C", "C", "S", "S", "H", "H", "H", "H", "H", "H"],
  "positions_angstrom": [[0.452, -2.521, 0.931], [0.293, 1.121, -0.173], [-0.714, 1.119, -1.247], [0.480, -0.894, 1.437], [0.251, 2.418, 0.939], [-0.326, -2.782, 0.368], [1.417, -3.167, 0.960], [-1.277, 2.006, -1.528], [-1.543, 0.282, -1.134], [-0.251, 0.661, -2.087], [1.218, 1.757, 1.534]],
  "homo_lumo_gap_ev": [7.305, 7.304],
  "charge": 0,
  "relative_energy_kcal_mol": 112.1
}

(10)
{
  "formula": "C3H6S2",
  "method": "the ωB97M-V functional and the def2-TZVPD basis",
  "elements": ["C", "C", "C", "H", "H", "H", "H", "H", "H", "S", "S"],
  "positions_angstrom": [[0.057, 0.140, 2.452], [-0.670, -1.386, -0.260], [0.337, -0.341, -0.614], [-0.266, 0.986, 3.062], [0.436, -0.722, 3.006], [-0.982, -1.267, 0.788], [-0.215, -2.381, -0.338], [-1.547, -1.333, -0.909], [1.248, -0.351, 0.003], [-0.018, 0.161, 0.850], [0.205, 0.752, -1.792]],
  "homo_lumo_gap_ev": 6.920,
  "charge": 0,
  "relative_energy_kcal_mol": 216.3
}

(11)
{
  "formula": "C3H6S2",
  "method": "the ωB97M-V functional and the def2-TZVPD basis",
  "elements": ["C", "C", "C", "H", "H", "H", "H", "H", "H", "S", "S"],
  "positions_angstrom": [[-0.586, 0.340, 0.428], [0.164, 1.494, -0.114], [0.623, 0.092, -0.486], [-1.665, -1.655, 0.054], [-0.108, 0.125, 1.492], [0.746, 2.080, 0.398], [-0.642, 1.959, -0.741], [0.208, -0.394, -1.364], [2.166, -1.910, -0.550], [-2.232, -0.366, -0.010], [2.112, -0.369, 0.119]],
  "homo_lumo_gap_ev": 8.703,
  "charge": 0,
  "smiles": "S[C@@H]1C[C@H]1S",
  "relative_energy_kcal_mol": 77.9
}

(12)
{
  "formula": "C3H6S3",
  "method": "the ωB97M-V functional and the def2-TZVPD basis",
  "elements": ["C", "C", "C", "H", "H", "H", "H", "H", "H", "S", "S", "S"],
  "positions_angstrom": [[-2.797, 0.140, -0.007], [0.011, 0.044, 0.022], [2.777, 0.159, -0.019], [-2.546, 0.848, 0.815], [-2.780, 0.729, -0.974], [-3.730, -0.437, 0.224], [2.571, 1.021, -0.643], [2.984, 0.514, 0.938], [3.684, -0.430, -0.421], [-1.420, -0.945, -0.018], [0.017, 1.674, 0.005], [1.395, -0.998, 0.018]],
  "homo_lumo_gap_ev": 8.781,
  "charge": 0,
  "relative_energy_kcal_mol": 7.3
}

(13)
{
  "formula": "C3H6S3Si",
  "method": "the ωB97M-V functional and the def2-TZVPD basis",
  "elements": ["C", "C", "C", "Si", "S", "S", "S", "H", "H", "H", "H", "H", "H"],
  "positions_angstrom": [[0.070, -1.351, -0.263], [-0.328, 1.235, -0.200], [-0.392, -0.070, 0.491], [2.278, 0.149, 0.448], [1.827, -1.482, -0.780], [1.403, 1.840, -0.679], [0.701, 0.015, 1.922], [-0.101, -2.277, 0.347], [-0.680, -1.384, -1.002], [-0.959, 1.374, -1.192], [-0.865, 1.918, 0.367], [-1.376, -0.173, 0.751], [3.447, -0.165, 1.216]],
  "homo_lumo_gap_ev": 8.904,
  "charge": 0,
  "smiles": "C1S[Si@H]2SC[C@@H]1S2",
  "relative_energy_kcal_mol": 3.1
}

(14)
{
  "formula": "C3H6Si",
  "method": "the ωB97M-V functional and the def2-TZVPD basis",
  "elements": ["C", "C", "C", "Si", "H", "H", "H", "H", "H", "H"],
  "positions_angstrom": [[1.405, 1.343, 0.120], [-0.332, -0.450, -0.640], [-1.574, -0.054, 0.021], [1.379, -0.559, 0.002], [0.913, 2.001, -0.607], [-1.488, 0.525, 0.973], [-2.241, 0.371, -0.633], [-1.960, -0.956, 0.307], [1.979, -0.672, 1.322], [1.918, -1.547, -0.863]],
  "homo_lumo_gap_ev": [7.511, 6.629],
  "charge": 0,
  "relative_energy_kcal_mol": 155.3
}

(15)
{
  "formula": "C3H6Si",
  "method": "the ωB97M-V functional and the def2-TZVPD basis",
  "elements": ["C", "C", "C", "Si", "H", "H", "H", "H", "H", "H"],
  "positions_angstrom": [[1.359, -0.724, 0.098], [0.183, -0.319, 0.004], [1.357, 0.755, 0.025], [-1.621, 0.015, 0.013], [2.483, -2.147, -0.217], [1.469, 1.347, 0.827], [1.611, 1.146, -1.026], [-2.328, -0.053, -1.271], [-2.143, 1.065, 0.883], [-2.370, -1.085, 0.665]],
  "homo_lumo_gap_ev": 9.082,
  "charge": 0,
  "relative_energy_kcal_mol": 109.2
}

(16)
{
  "formula": "C3H7AlO2",
  "method": "the ωB97M-V functional and the def2-TZVPD basis",
  "elements": ["C", "C", "O", "C", "Al", "H", "H", "H", "H", "H", "H", "O", "H"],
  "positions_angstrom": [[-0.638, 1.609, 0.712], [0.335, 0.465, 0.856], [-0.207, -0.644, 0.056], [0.653, -1.559, -0.568], [-1.470, 0.498, -0.712], [-1.200, 1.790, 1.639], [-0.132, 2.541, 0.421], [0.381, 0.024, 1.864], [1.365, 0.685, 0.536], [0.023, -1.306, -1.865], [1.719, -1.344, -0.420], [-1.244, -0.184, -2.286], [0.416, -2.575, -0.231]],
  "homo_lumo_gap_ev": [9.600, 7.972],
  "charge": 1,
  "spin_multiplicity": 2,
  "relative_energy_kcal_mol": 55.4
}

(17)
{
  "formula": "C3H7BNO4Pt",
  "method": "the ωB97M-V functional and the def2-TZVPD basis",
  "elements": ["C", "O", "B", "O", "C", "N", "C", "O", "O", "H", "H", "H", "H", "H", "H", "H", "Pt"],
  "positions_angstrom": [[2.256, -0.039, 0.738], [0.894, -0.628, 0.897], [0.085, -0.381, -0.321], [0.492, -0.902, -1.674], [-1.319, 0.535, -0.332], [-0.828, 1.987, -0.158], [-2.367, 0.129, 0.866], [-2.172, 0.348, 2.184], [-3.650, -0.520, 0.441], [2.513, 0.758, 1.558], [3.058, -0.909, 0.754], [2.398, 0.505, -0.309], [0.715, -1.878, -1.603], [-1.899, 0.389, -1.365], [0.145, 1.913, 0.269], [-0.671, 2.295, -1.165], [0.350, -3.603, -0.780]],
  "homo_lumo_gap_ev": 3.205,
  "charge": 1
}

(18)
{
  "formula": "C3H7BO2",
  "method": "the ωB97M-V functional and the def2-TZVPD basis",
  "elements": ["B", "C", "C", "C", "O", "O", "H", "H", "H", "H", "H", "H", "H"],
  "positions_angstrom": [[0.856, 0.527, 0.647], [-1.622, -0.131, 1.426], [-0.145, -0.128, 1.381], [0.577, -0.309, -2.555], [1.949, 1.212, 0.381], [1.385, -0.349, -1.674], [-2.045, 0.384, 2.286], [-2.177, 0.492, 0.737], [0.346, -0.791, 2.181], [0.800, 0.257, -3.573], [-2.216, -1.115, 1.372], [-0.351, -0.799, -2.586], [2.644, 0.749, -0.022]],
  "homo_lumo_gap_ev": 7.704,
  "charge": 0,
  "smiles": "C/C=B/O.C=O",
  "relative_energy_kcal_mol": 93.2
}

(19)
{
  "formula": "C3H7Br2N2",
  "method": "the ωB97M-V functional and the def2-TZVPD basis",
  "elements": ["C", "C", "C", "N", "N", "Br", "Br", "H", "H", "H", "H", "H", "H", "H"],
  "positions_angstrom": [[-1.103, 0.127, -0.907], [-0.675, 0.780, 0.463], [0.676, 1.005, -0.337], [-0.548, -0.030, 1.595], [0.149, 0.610, -1.492], [2.046, -2.182, 0.188], [2.276, 1.773, 0.145], [-1.345, -0.947, -0.862], [-1.954, 0.459, -1.528], [-1.160, 1.692, 0.541], [-0.296, 0.408, 2.491], [0.031, -0.834, 1.471], [1.248, -3.298, 0.575], [0.656, 0.437, -2.342]],
  "homo_lumo_gap_ev": 9.023,
  "charge": 1,
  "relative_energy_kcal_mol": 34.2
}

(20)
{
  "formula": "C3H7BrN2",
  "method": "the ωB97M-V functional and the def2-TZVPD basis",
  "elements": ["C", "C", "C", "N", "N", "Br", "H", "H", "H", "H", "H", "H", "H"],
  "positions_angstrom": [[1.610, -0.087, 0.148], [0.796, 0.928, -0.569], [0.192, 0.009, 0.616], [-0.690, -1.009, 0.246], [-1.883, -0.636, -0.452], [-3.255, 0.432, 0.372], [1.899, -1.061, -0.266], [2.516, 0.246, 0.869], [0.829, 1.917, -0.210], [0.532, 0.759, -1.675], [-0.030, 0.684, 1.496], [-0.927, -1.787, 0.830], [-1.589, -0.395, -1.405]],
  "homo_lumo_gap_ev": 9.274,
  "charge": 0,
  "smiles": "BrNNC1CC1",
  "relative_energy_kcal_mol": 37.8
}